1.
The following is a DFT calculation (ωB97M-V with the def2-TZVPD basis set) of an isolated molecule of C4H8O2.

Computed properties:
SMILES string: OCC1(O)CC1
Energy above the lowest of the compared OMol25 structures with the same formula, charge and spin: 242.58 kJ/mol
Frontier orbital gap: 10.4 eV
Calculated total energy: -307.620037 Eh

Structure (ORCA input):
```
! wB97M-V def2-TZVPD RIJCOSX def2/J DEFGRID3
* xyz 0 1
O 1.7278 -1.1655 0.2778
C 1.2797 -0.0134 -0.4270
C -0.0625 0.4828 0.0992
O 0.0170 1.3150 1.2347
C -0.9497 -0.7048 0.2582
C -1.4727 0.4910 -0.4664
H 1.1987 -1.9283 0.0066
H 1.2437 -0.2002 -1.5074
H 2.0563 0.7212 -0.2101
H 0.7352 1.9489 1.1181
H -1.1846 -0.9666 1.2785
H -0.6822 -1.5303 -0.4020
H -1.7584 0.4146 -1.5107
H -2.1330 1.1043 0.1406
*
```

Formally, the Löwdin partial charges of the atoms, in units of the elementary charge, are as follows: -0.062 -0.184 -0.473 0.008 -0.102 -0.047 0.076 0.130 0.121 0.099 0.121 0.106 0.100 0.108

***

2.
The following is a DFT calculation (ωB97M-V with the def2-TZVPD basis set) of an isolated molecule of C6H6O4S.

Computed properties:
SMILES string: O=S(=O)(O)c1ccccc1O
Energy above the lowest of the compared OMol25 structures with the same formula, charge and spin: 0.00 kJ/mol
Frontier orbital gap: 9.8 eV
Calculated total energy: -931.366472 Eh

Structure (ORCA input):
```
! wB97M-V def2-TZVPD RIJCOSX def2/J DEFGRID3
* xyz 0 1
O 2.0454 0.3395 0.9998
S 1.1776 1.0027 0.0184
O 0.8613 2.4231 0.1542
O 1.7351 0.7486 -1.4569
C -0.3798 0.1338 0.0150
C -1.5046 0.6284 0.6915
C -2.6049 -0.1749 0.9802
C -2.6224 -1.4970 0.5740
C -1.5364 -1.9689 -0.1843
C -0.3948 -1.2198 -0.3801
O 0.7183 -1.6827 -0.9788
H 1.9418 -0.1889 -1.5243
H -1.4587 1.6560 0.9765
H -3.5020 0.2377 1.4032
H -3.4864 -2.1973 0.7137
H -1.6164 -2.9947 -0.5047
H 0.6563 -2.5935 -1.2822
*
```

Formally, the Löwdin partial charges of the atoms, in units of the elementary charge, are as follows: -0.279 0.692 -0.283 -0.140 -0.188 -0.034 -0.081 -0.063 -0.021 -0.303 0.049 0.069 0.109 0.102 0.127 0.111 0.133

***

3.
The following is a DFT calculation (ωB97M-V with the def2-TZVPD basis set) of a 5-piece molecular cluster, C6H22INO6 overall.

Computed properties:
Energy above the lowest of the compared OMol25 structures with the same formula, charge and spin: 66.67 kJ/mol
Frontier orbital gap: 6.2 eV
Calculated total energy: -1045.607207 Eh

Structure (ORCA input):
```
! wB97M-V def2-TZVPD RIJCOSX def2/J DEFGRID3
* xyz 0 1
N -6.8868 -19.7532 19.3938
H -6.6001 -20.5851 18.8979
H -7.8890 -19.7173 19.2736
H -6.5270 -18.9952 18.8315
H -6.5792 -19.6395 20.3490
I -4.4009 -20.2705 22.0464
C -5.7258 -16.9814 16.8873
C -6.4840 -16.0512 17.8566
O -6.2366 -16.3720 19.2487
O -5.7386 -18.3391 17.2222
H -4.6643 -16.7341 16.8852
H -6.0564 -16.9812 15.8486
H -7.5643 -15.9868 17.7265
H -5.9798 -15.0981 17.6972
H -5.3805 -16.8061 19.2322
H -5.2318 -18.7850 16.5397
C -10.1870 -18.7051 19.4037
C -10.5285 -20.0790 19.9025
O -9.3510 -20.6057 20.5280
O -9.3567 -18.8670 18.2948
H -9.4792 -18.2660 20.1067
H -11.0085 -17.9968 19.2958
H -10.7608 -20.6904 19.0305
H -11.3809 -20.0329 20.5802
H -9.5515 -21.1365 21.3024
H -9.8536 -19.3368 17.6210
C -7.7636 -20.6719 15.4051
C -7.7475 -21.8466 16.3134
O -6.8486 -21.8595 17.3792
O -8.8410 -20.6005 14.4326
H -6.8212 -20.6173 14.8601
H -7.8162 -19.7925 16.0470
H -7.5618 -22.8293 15.8799
H -8.6999 -21.8592 16.8433
H -6.0956 -22.3631 17.0617
H -8.4891 -19.9723 13.7977
*
```

Formally, the Löwdin partial charges of the atoms, in units of the elementary charge, are as follows: 0.288 0.088 0.058 0.068 -0.035 -0.687 -0.230 -0.191 -0.067 -0.102 0.122 0.122 0.118 0.113 0.077 0.102 -0.244 -0.213 -0.067 -0.083 0.131 0.128 0.117 0.127 0.103 0.094 -0.236 -0.257 -0.060 -0.054 0.122 0.101 0.135 0.125 0.107 0.080

***

4.
The following is a DFT calculation (ωB97M-V with the def2-TZVPD basis set) of an isolated molecule of C5H8O.

Computed properties:
SMILES string: OC1CC=CC1
Energy above the lowest of the compared OMol25 structures with the same formula, charge and spin: 72.28 kJ/mol
Frontier orbital gap: 10.5 eV
Calculated total energy: -270.530363 Eh

Structure (ORCA input):
```
! wB97M-V def2-TZVPD RIJCOSX def2/J DEFGRID3
* xyz 0 1
O -1.9303 0.4372 0.5496
C -0.9210 0.1867 -0.4149
C 0.2697 1.1671 -0.2766
C 1.3556 0.3341 0.3631
C 1.0441 -0.9605 0.3770
C -0.2984 -1.2227 -0.2583
H -1.5055 0.7386 1.3590
H -1.4249 0.2910 -1.3796
H -0.0198 2.0398 0.3225
H 0.5941 1.5569 -1.2507
H 2.2856 0.7587 0.7328
H 1.6823 -1.7515 0.7626
H -0.1754 -1.7178 -1.2319
H -0.9561 -1.8577 0.3453
*
```

Formally, the Löwdin partial charges of the atoms, in units of the elementary charge, are as follows: -0.037 -0.370 -0.137 -0.101 -0.098 -0.136 0.089 0.138 0.112 0.114 0.099 0.100 0.114 0.113

***

Question: What is the frontier orbital gap in the first record?
Answer: 10.4 eV

***

Question: The highest calculated total energy belongs to which entry?
Answer: C5H8O

***

Question: Which of these has the highest energy above the lowest of the compared OMol25 structures with the same formula, charge and spin?
Answer: C4H8O2